1.
66
Properties=species:S:1:pos:R:3:mulliken_charge:R:1 method="wB97M-V/def2-TZVPD" total_charge=-1 largest_force_ev_per_a=2.83 lumo_energy_ev=2.0594
C -0.364 -1.610 2.490 -0.737
C -1.753 -2.257 2.582 -0.419
C -2.850 -1.206 2.425 -1.271
C -3.016 -0.675 0.990 1.214
C -3.713 -1.716 0.114 -0.939
C -3.534 -1.512 -1.397 -1.516
C -2.108 -1.182 -1.834 -0.232
C -1.053 -2.179 -1.279 0.553
C -0.134 -2.759 -2.361 -1.347
C 1.194 -1.985 -2.568 -0.805
C 1.155 -0.563 -2.005 0.916
C 2.120 0.428 -2.679 -0.950
C 1.582 1.872 -2.602 -0.556
C 2.452 2.877 -1.821 -1.473
C 3.035 2.353 -0.509 -1.332
C 2.129 2.365 0.735 1.994
C 2.804 1.416 1.765 -1.816
C 2.262 -0.006 1.824 -0.289
N 2.723 -0.974 1.145 -0.553
O 2.197 3.685 1.360 -0.486
C 1.147 3.813 2.216 0.166
O 0.983 4.730 2.967 -0.598
C 0.229 2.611 2.041 -0.577
C 0.613 2.228 0.606 0.231
F 0.112 1.014 0.301 0.215
O -0.013 3.244 -0.222 -0.520
C -1.228 2.961 -0.581 0.749
N -2.291 2.774 -0.982 -0.571
H -0.324 -0.872 1.685 -0.256
H 0.414 -2.360 2.358 0.271
H -0.171 -1.090 3.432 0.617
H -1.832 -2.724 3.585 0.089
H -1.862 -3.057 1.857 0.621
H -2.683 -0.405 3.149 0.425
H -3.801 -1.683 2.682 0.368
H -3.631 0.227 1.014 0.416
H -2.035 -0.386 0.613 -1.139
H -4.779 -1.639 0.334 0.474
H -3.428 -2.734 0.373 0.385
H -3.885 -2.366 -1.979 0.301
H -4.165 -0.664 -1.677 0.449
H -2.006 -1.193 -2.920 0.792
H -1.884 -0.168 -1.497 -0.262
H -1.629 -3.013 -0.876 0.718
H -0.504 -1.770 -0.434 -0.529
H 0.137 -3.770 -2.054 0.348
H -0.663 -2.855 -3.308 0.376
H 1.403 -1.923 -3.638 0.358
H 2.007 -2.540 -2.102 0.333
H 1.371 -0.624 -0.942 -0.456
H 0.160 -0.156 -2.161 0.001
H 2.167 0.138 -3.729 0.453
H 3.135 0.329 -2.293 0.435
H 0.562 1.908 -2.229 0.053
H 1.524 2.245 -3.624 0.536
H 1.835 3.744 -1.586 0.424
H 3.254 3.255 -2.453 0.496
H 3.872 3.001 -0.244 0.614
H 3.444 1.351 -0.601 0.580
H 2.782 1.835 2.769 0.406
H 3.855 1.330 1.502 0.552
H 1.427 -0.182 2.499 0.480
H 3.502 -0.644 0.571 0.291
H -0.822 2.825 2.210 0.479
H 0.423 1.767 2.698 0.348
Br -1.847 -4.882 4.297 -0.905


2.
19
Properties=species:S:1:pos:R:3:mulliken_charge:R:1 method="wB97M-V/def2-TZVPD" total_charge=0 largest_force_ev_per_a=3.80 lumo_energy_ev=0.8900 smiles="C=C(C)N(N)C(=O)OC" e_above_lowest_kcal_mol=88.9
C -1.655 -0.829 -0.277 -1.049
C -0.322 -0.921 -0.199 1.019
C 0.398 -2.200 0.078 -1.263
N 0.641 0.143 -0.950 0.296
N 1.738 -0.159 -1.783 -0.672
C 0.688 1.260 -0.176 0.411
O 1.234 2.338 -0.328 -0.615
O -0.037 0.870 0.987 -0.312
C -0.907 1.859 1.540 -0.786
H -2.156 0.128 -0.356 0.251
H -2.268 -1.716 -0.175 0.285
H -0.298 -2.966 0.435 0.394
H 1.176 -2.047 0.830 0.291
H 0.858 -2.593 -0.832 0.315
H 2.605 0.051 -1.287 0.254
H 1.703 0.503 -2.560 0.274
H -0.314 2.635 2.024 0.275
H -1.539 2.294 0.763 0.352
H -1.544 1.351 2.266 0.280


DFT total energy (hartree)
-3869.60652 -456.41247